<i>
ORCA calculation (wB97M-V/def2-TZVPD) on a 2-piece molecular cluster, C3H12N2 overall.

CARTESIAN COORDINATES (ANGSTROEM)
N1 1.5833 1.3704 -2.6427
C1 0.9070 0.9350 -1.3057
N2 0.8664 1.9067 -0.3146
H1 2.1531 2.1647 -2.2642
H2 0.9921 1.6679 -3.4545
H3 1.5802 0.0456 -0.8444
H4 -0.2280 0.4616 -1.5426
H5 0.0754 2.5356 -0.3943
H6 1.1602 1.6571 0.5508
C2 -1.7388 -1.9689 1.3330
C3 -0.5847 -1.2038 1.6596
H7 -1.5642 -3.0430 1.6380
H8 -2.5549 -1.7397 1.9412
H9 -1.8505 -1.9061 0.2029
H10 -0.0041 -1.6661 2.5183
H11 -0.9367 -0.2323 2.0442
H12 0.1442 -0.9847 0.8749

Results
SMILES: NCN.CC
LUMO level, Eh: 0.038
Total charge: 0
Kohn-Sham gap, eV: 9.8502
Highest occupied orbital energy, eV: -8.8

Mulliken atomic charge list, values in e, 4 entries:
1 N -0.563
2 C -0.193
3 N -0.454
4 H 0.270

***

<ii>
ORCA calculation (wB97M-V/def2-TZVPD) on a 2-piece molecular cluster, C3H12N2 overall.

CARTESIAN COORDINATES (ANGSTROEM)
C1 -1.2360 -0.3135 2.2675
C2 0.1927 -0.5596 1.7769
N1 0.1700 -1.3947 0.5650
H1 -1.7099 -1.2301 2.5510
H2 -1.4106 0.2269 3.2342
H3 -1.8203 0.0494 1.3456
H4 0.8004 0.3593 1.7245
H5 0.8638 -1.0780 2.4618
H6 -0.7657 -1.4597 0.0994
H7 0.7632 -1.1596 -0.1909
C3 0.3361 0.7620 -2.7919
N2 1.1143 1.5879 -1.7488
H8 -0.2570 1.4599 -3.4265
H9 -0.3635 0.0806 -2.2696
H10 1.0103 0.0316 -3.3777
H11 0.4494 1.5476 -0.8435
H12 1.8628 1.0899 -1.3769

Results
SMILES: CCN.CN
LUMO level, Eh: 0.033
Total charge: 0
Kohn-Sham gap, eV: 10.1029
Highest occupied orbital energy, eV: -9.2

Mulliken atomic charge list, values in e, 4 entries:
1 C -0.983
2 C -0.204
3 N -0.611
4 H 0.297

***

Most favorable first, least favorable last: <ii>, <i>

***

<i>
ORCA calculation (wB97M-V/def2-TZVPD) on one molecule with the formula C3H3ClN2.

CARTESIAN COORDINATES (ANGSTROEM)
C1 -1.1764 1.5896 0.2130
C2 -2.2331 0.8234 0.4948
C3 0.2094 -0.3585 -0.1772
N1 -0.2627 0.8436 -0.2886
N2 -0.3793 -1.3658 0.3304
Cl1 -3.1370 -0.3333 -0.1703
H1 -0.9050 2.6120 0.4934
H2 0.1198 -2.2082 0.3817
H3 1.1609 -0.2497 -0.6889

Results
LUMO level, Eh: -0.046
Total charge: 0
Kohn-Sham gap, eV: 7.0295
Highest occupied orbital energy, eV: -8.3

Mulliken atomic charge list, values in e, 4 entries:
1 C -0.158
2 C 0.203
3 C 0.202
4 N -0.473

***

<ii>
ORCA calculation (wB97M-V/def2-TZVPD) on one molecule with the formula C3H3ClN2.

CARTESIAN COORDINATES (ANGSTROEM)
Cl1 1.9938 -0.0171 -0.0052
C1 0.2666 -0.0203 -0.0065
C2 -0.5377 1.1637 0.0135
N1 -1.8420 0.7556 0.0033
N2 -1.8026 -0.5837 -0.0151
C3 -0.5483 -1.1113 0.0193
H1 -0.3742 2.2180 0.0117
H2 -2.6864 -1.1284 -0.0664
H3 -0.4044 -2.1943 0.0677

Results
SMILES: Clc1cn[nH]c1
LUMO level, Eh: 0.033
Total charge: 0
Kohn-Sham gap, eV: 10.1940
Highest occupied orbital energy, eV: -9.3

Mulliken atomic charge list, values in e, 4 entries:
1 Cl -0.206
2 C 0.266
3 C -0.342
4 N -0.676

***

Most favorable first, least favorable last: <ii>, <i>

***

<i>
ORCA calculation (wB97M-V/def2-TZVPD) on one molecule with the formula C3H3ClN2.

CARTESIAN COORDINATES (ANGSTROEM)
C1 -0.3550 -1.0813 -0.0073
C2 -1.3775 -0.1848 -0.0214
C3 1.0287 0.7256 0.0141
N1 0.8976 -0.6809 0.0150
N2 -0.0655 1.5238 -0.0106
Cl1 -2.9982 -0.0455 0.0075
H1 -0.5043 -2.1522 -0.0247
H2 1.6815 0.9661 0.8738
H3 1.6926 0.9292 -0.8463

Results
LUMO level (spin up / spin down), Eh: -0.036 / -0.006
Total charge: 0
Kohn-Sham gap (spin up / spin down), eV: 8.9335 / 8.6593
Highest occupied orbital energy (spin up / spin down), eV: -9.9 / -8.8

Mulliken atomic charge list, values in e, 4 entries:
1 C -0.146
2 C 0.189
3 C -0.071
4 N -0.503

***

<ii>
ORCA calculation (wB97M-V/def2-TZVPD) on a 2-piece molecular cluster, C3H3ClN2 overall.

CARTESIAN COORDINATES (ANGSTROEM)
C1 -0.7769 0.1307 1.1116
C2 -1.0262 -0.4988 -0.0425
C3 0.9273 0.2941 -0.0756
N1 0.5276 0.6097 1.0694
N2 0.0266 -0.3726 -0.8509
Cl1 3.1531 0.9011 -1.1752
H1 -1.1829 0.3189 2.0637
H2 -1.8750 -1.0274 -0.2639
H3 0.2263 -0.3555 -1.8365

Results
LUMO level, Eh: -0.080
Total charge: 0
Kohn-Sham gap, eV: 7.9243
Highest occupied orbital energy, eV: -10.1

Mulliken atomic charge list, values in e, 4 entries:
1 C -0.180
2 C -0.497
3 C 0.301
4 N -0.414

***

Most favorable first, least favorable last: <ii>, <i>

***

<i>
ORCA calculation (wB97M-V/def2-TZVPD) on an isolated ion of composition C3H9N2O2 and charge +1.

CARTESIAN COORDINATES (ANGSTROEM)
C1 0.0641 -1.3699 -1.2452
C2 -0.1152 -0.0344 -0.4689
N1 1.1016 0.9906 -0.5619
O1 -0.3113 -0.2149 0.9387
C3 -1.1293 0.9985 1.6267
N2 -1.5429 0.6371 2.8518
O2 -0.9847 2.0047 0.9977
H1 0.9784 -1.7336 -0.8806
H2 -0.7201 -1.9834 -0.8585
H3 -0.0216 -1.4570 -2.2982
H4 -0.8880 0.6589 -0.8252
H5 1.2864 0.8763 -1.5468
H6 0.8116 1.8019 -0.0801
H7 1.7976 0.6691 0.1622
H8 -2.3069 1.2089 3.1044
H9 -1.5807 -0.4295 2.9417

Results
SMILES: C[C@H]([NH3+])OC(N)=O
LUMO level, Eh: -0.118
Total charge: +1
Kohn-Sham gap, eV: 12.0872
Highest occupied orbital energy, eV: -15.3

Mulliken atomic charge list, values in e, 4 entries:
1 C -1.265
2 C 0.003
3 N -0.298
4 O -0.538

***

<ii>
ORCA calculation (wB97M-V/def2-TZVPD) on a 2-piece molecular cluster, C3H9N2O2 overall.

CARTESIAN COORDINATES (ANGSTROEM)
C1 -2.4934 0.0943 -0.1547
C2 1.7104 0.7510 0.4771
C3 0.7690 -0.4980 0.5260
N1 -2.4012 1.0629 -0.8409
N2 0.3501 -0.9312 -0.9617
O1 -2.6890 -0.9941 0.2234
O2 -0.3923 -0.4176 1.1687
H1 2.7616 0.6043 0.2177
H2 1.3742 1.2869 -0.3706
H3 1.5908 1.3344 1.3596
H4 1.3238 -1.3397 0.7949
H5 -2.3468 2.1037 -0.8017
H6 -0.2171 0.0324 2.0326
H7 1.0633 -1.3879 -1.4074
H8 -0.3902 -1.5196 -0.7295
H9 -0.0132 -0.1819 -1.5336

Results
LUMO level, Eh: -0.125
Total charge: +1
Kohn-Sham gap, eV: 11.2845
Highest occupied orbital energy, eV: -14.7

Mulliken atomic charge list, values in e, 4 entries:
1 C 0.557
2 C -1.105
3 C 0.130
4 N -0.431

***

<iii>
ORCA calculation (wB97M-V/def2-TZVPD) on a 2-piece molecular cluster, C3H9N2O2 overall.

CARTESIAN COORDINATES (ANGSTROEM)
C1 -1.2847 -0.1776 -0.0774
C2 1.6592 -0.9696 -0.7708
C3 -0.0141 0.1138 0.6618
N1 -1.4224 0.0767 -1.3274
N2 1.1869 -0.3432 0.4629
O1 -2.2509 -0.6089 0.7405
O2 0.1729 2.1024 0.3133
H1 0.9252 -1.7447 -1.0256
H2 1.8102 -0.3149 -1.5948
H3 2.6200 -1.6178 -0.5678
H4 -0.2732 0.4637 1.6202
H5 -0.2055 2.1340 -0.6633
H6 -2.2814 -0.2731 -1.5739
H7 -1.9488 -0.9458 1.5437
H8 1.7635 -0.4117 1.2731
H9 -0.4571 2.5167 0.9857

Results
LUMO level, Eh: -0.171
Total charge: +1
Kohn-Sham gap, eV: 10.6689
Highest occupied orbital energy, eV: -15.3

Mulliken atomic charge list, values in e, 4 entries:
1 C 0.528
2 C -0.822
3 C -0.295
4 N -0.549

***

Most favorable first, least favorable last: <i>, <ii>, <iii>

***

<i>
ORCA calculation (wB97M-V/def2-TZVPD) on a 2-piece molecular cluster, C5H14S overall.

CARTESIAN COORDINATES (ANGSTROEM)
C1 -2.4197 -0.0122 -0.1632
C2 -0.9082 -0.2617 -0.0425
S1 0.1873 1.0005 -0.7977
C3 -0.9058 2.2854 -1.4544
H1 -2.7219 0.6900 0.6536
H2 -3.0272 -0.8903 -0.0086
H3 -2.6225 0.5233 -1.1392
H4 -0.5361 -0.5558 1.0291
H5 -0.6554 -1.3436 -0.3307
H6 -1.1432 2.0134 -2.4491
H7 -1.6699 2.6041 -0.7903
H8 -0.4049 3.2714 -1.5701
C4 2.2608 -2.3219 0.8805
C5 1.6188 -1.5041 2.1265
H9 1.6051 -3.1306 0.6800
H10 2.5235 -1.7221 -0.0185
H11 3.2682 -2.7644 1.2078
H12 2.2835 -0.6949 2.3585
H13 1.5839 -2.0779 3.0516
H14 0.6443 -1.0437 2.0067

Results
SMILES: CCSC.CC
LUMO level, Eh: 0.035
Total charge: 0
Kohn-Sham gap, eV: 9.2694
Highest occupied orbital energy, eV: -8.3

Mulliken atomic charge list, values in e, 4 entries:
1 C -1.126
2 C 0.043
3 S -0.059
4 C -1.074

***

<ii>
ORCA calculation (wB97M-V/def2-TZVPD) on a 2-piece molecular cluster, C5H14S overall.

CARTESIAN COORDINATES (ANGSTROEM)
C1 1.5456 -2.5230 -2.8179
C2 1.2214 -1.5485 -1.6643
C3 -0.1822 -1.8140 -1.1068
H1 1.1701 -3.4974 -2.5125
H2 2.6291 -2.6113 -2.9318
H3 1.2206 -2.1641 -3.7918
H4 1.2719 -0.5349 -2.0782
H5 1.9462 -1.5852 -0.8574
H6 -0.3778 -1.0520 -0.3668
H7 -0.9204 -1.7315 -1.9149
H8 -0.3298 -2.8259 -0.7380
C4 -0.2683 0.8848 2.7573
S1 -0.1032 1.6890 1.0986
C5 -1.8933 1.8532 0.7181
H9 0.1320 1.3488 3.6674
H10 0.2185 -0.0851 2.6623
H11 -1.2841 0.7081 3.1228
H12 -2.0644 2.8524 0.3404
H13 -2.1447 0.9512 0.1754
H14 -2.3837 1.7622 1.6806

Results
SMILES: CCC.CSC
LUMO level, Eh: 0.036
Total charge: 0
Kohn-Sham gap, eV: 9.5647
Highest occupied orbital energy, eV: -8.6

Mulliken atomic charge list, values in e, 4 entries:
1 C -1.102
2 C -0.184
3 C -0.862
4 H 0.295

***

<iii>
ORCA calculation (wB97M-V/def2-TZVPD) on a 2-piece molecular cluster, C5H14S overall.

CARTESIAN COORDINATES (ANGSTROEM)
C1 1.4405 0.3263 -0.8375
C2 1.6690 -1.0761 -0.3919
S1 1.8977 -1.6567 1.4502
C3 1.0072 -0.2964 2.4783
H1 0.5305 0.6912 -0.6773
H2 1.8432 0.5504 -1.9167
H3 1.9234 0.9810 -0.2187
H4 0.8272 -1.8587 -0.7625
H5 2.7078 -1.4593 -0.8632
H6 0.3319 0.3791 1.8241
H7 0.4522 -0.7367 3.2775
H8 1.8011 0.3209 3.0956
C4 -2.2214 -0.0235 -0.2682
C5 -1.8854 0.8593 -1.4775
H9 -2.7443 -0.9423 -0.4837
H10 -1.2602 -0.0836 0.3023
H11 -2.9581 0.4802 0.3496
H12 -2.1213 0.4802 -2.3743
H13 -2.3989 1.8148 -1.2790
H14 -0.8420 1.2501 -1.2269

Results
SMILES: CCSC.CC
LUMO level, Eh: 0.034
Total charge: 0
Kohn-Sham gap, eV: 9.3632
Highest occupied orbital energy, eV: -8.4

Mulliken atomic charge list, values in e, 4 entries:
1 C -0.563
2 C -0.390
3 S -0.110
4 C -0.708

***

Most favorable first, least favorable last: <ii>, <i>, <iii>

***

<i>
ORCA calculation (wB97M-V/def2-TZVPD) on a 2-piece molecular cluster, C5H14S overall.

CARTESIAN COORDINATES (ANGSTROEM)
C1 0.9728 2.1749 0.6376
C2 1.2264 1.7728 -0.7941
S1 0.5218 0.1513 -1.6471
C3 1.5914 -1.2478 -1.2783
H1 1.2610 1.2857 1.2705
H2 -0.0910 2.1467 0.7261
H3 1.3743 3.0867 1.0996
H4 0.7957 2.5436 -1.4544
H5 2.3228 1.4744 -0.9168
H6 2.1700 -0.9867 -0.4417
H7 0.9623 -2.1057 -1.1454
H8 2.3355 -1.4087 -2.1347
C4 -2.6427 -0.7889 1.7768
C5 -2.0227 -1.9542 2.4524
H9 -2.9421 -1.0442 0.6476
H10 -3.5893 -0.5585 2.1183
H11 -2.0747 0.0847 1.8444
H12 -1.2483 -2.3677 1.8179
H13 -2.7276 -2.7263 2.7416
H14 -1.6489 -1.5858 3.4146

Results
SMILES: CCSC.CC
LUMO level, Eh: 0.035
Total charge: 0
Kohn-Sham gap, eV: 9.3760
Highest occupied orbital energy, eV: -8.4

Mulliken atomic charge list, values in e, 4 entries:
1 C -0.832
2 C -0.564
3 S -0.085
4 C -0.797

***

<ii>
ORCA calculation (wB97M-V/def2-TZVPD) on a 2-piece molecular cluster, C5H14S overall.

CARTESIAN COORDINATES (ANGSTROEM)
C1 1.1793 0.5722 2.5871
C2 1.4821 -0.0926 1.1861
C3 1.4567 -1.6613 1.3591
H1 1.7596 -0.0089 3.2817
H2 1.6205 1.5704 2.5200
H3 0.0995 0.4378 2.6885
H4 0.8496 0.3617 0.4577
H5 2.3924 0.2577 0.7293
H6 0.7983 -1.9285 2.1476
H7 1.2691 -1.9899 0.3197
H8 2.4891 -1.9348 1.4901
C4 -0.7605 -0.2879 -2.7458
S1 -2.0679 0.8974 -3.0929
C5 -2.7853 1.2844 -1.4883
H9 -0.0820 0.1334 -1.9708
H10 -1.0563 -1.2861 -2.4760
H11 -0.1710 -0.3260 -3.6505
H12 -2.8342 2.3587 -1.5234
H13 -2.0529 1.0120 -0.6396
H14 -3.5861 0.6303 -1.1796

Results
SMILES: CCC.CSC
LUMO level, Eh: 0.034
Total charge: 0
Kohn-Sham gap, eV: 9.4232
Highest occupied orbital energy, eV: -8.5

Mulliken atomic charge list, values in e, 4 entries:
1 C -1.129
2 C -0.171
3 C -1.030
4 H 0.282

***

<iii>
ORCA calculation (wB97M-V/def2-TZVPD) on a 2-piece molecular cluster, C5H14S overall.

CARTESIAN COORDINATES (ANGSTROEM)
C1 -3.4285 -0.3350 -0.9878
C2 -2.2360 0.5875 -0.7999
C3 -1.8480 0.7668 0.6617
H1 -3.9948 -0.1178 -1.8886
H2 -3.1642 -1.3908 -0.9828
H3 -4.1257 -0.2137 -0.1494
H4 -1.4023 0.3539 -1.4626
H5 -2.4934 1.5848 -1.1790
H6 -1.7087 -0.1983 1.1594
H7 -0.8687 1.2375 0.7692
H8 -2.5974 1.3323 1.2032
C4 2.1237 -1.1059 -0.3246
S1 2.5227 -0.6374 1.3815
C5 4.0466 0.2802 1.1555
H9 2.2496 -2.1757 -0.4708
H10 1.0728 -0.8938 -0.4923
H11 2.7628 -0.5650 -1.0102
H12 4.8295 -0.3083 0.6934
H13 4.3631 0.5994 2.1446
H14 3.8970 1.1992 0.5796

Results
SMILES: CCC.CSC
LUMO level, Eh: 0.037
Total charge: 0
Kohn-Sham gap, eV: 9.4740
Highest occupied orbital energy, eV: -8.5

Mulliken atomic charge list, values in e, 4 entries:
1 C -1.127
2 C -0.140
3 C -1.181
4 H 0.337

***

Most favorable first, least favorable last: <iii>, <ii>, <i>